Here is a structure of composition C27H49CdF2NO2Si2 in a non-equilibrium geometry from the OMol25 dataset. Energies are from ωB97M-V/def2-TZVPD.

Values from the calculation:
E_HOMO = -8.0357 eV
Relative energy (zero: lowest compared OMol25 entry of this formula, charge and spin) = 8.7 kcal/mol
Electronic energy = -2209.84605 Ha

Structure (ORCA input):
```
! wB97M-V def2-TZVPD RIJCOSX def2/J DEFGRID3
* xyz 0 1
O -0.969 -2.520 -1.647
O -2.255 -0.655 -2.911
C 0.144 -3.405 -1.743
C 0.374 -4.371 -0.603
H 1.024 -2.760 -1.879
H -0.002 -3.941 -2.694
H 0.679 -3.851 0.312
H 1.195 -5.029 -0.893
H -0.505 -4.993 -0.406
C -1.840 -2.581 -0.494
C -3.078 -3.377 -0.787
H -2.095 -1.536 -0.272
H -1.294 -2.982 0.374
H -3.674 -2.898 -1.570
H -3.686 -3.436 0.122
H -2.826 -4.397 -1.097
C -3.385 0.226 -2.991
C -1.985 -1.402 -4.117
C -4.286 0.021 -1.798
H -3.947 0.043 -3.924
H -2.997 1.256 -3.014
H -4.766 -0.963 -1.838
H -5.077 0.774 -1.814
H -3.742 0.110 -0.851
C -2.876 -2.609 -4.236
H -0.933 -1.701 -4.045
H -2.096 -0.737 -4.991
H -2.655 -3.313 -3.427
H -2.684 -3.106 -5.189
H -3.933 -2.323 -4.199
H -0.931 -0.614 -1.673
Cd 0.810 1.346 0.977
C -0.310 0.235 -1.134
Si 0.644 1.176 -2.486
H -1.071 0.849 -0.628
H 0.332 -0.334 -0.437
C 1.627 -0.132 -3.413
C 1.838 2.529 -1.923
C -0.519 2.081 -3.655
C 2.690 0.298 0.679
Si 3.981 1.088 1.782
H 3.007 0.278 -0.375
H 2.523 -0.754 0.973
C 4.687 2.615 0.940
C 5.386 -0.121 2.109
C 3.247 1.579 3.449
H 0.066 2.795 -4.256
H -1.278 2.649 -3.100
H -1.036 1.401 -4.345
H 2.604 -0.283 -2.933
H 1.798 0.210 -4.444
H 1.107 -1.098 -3.449
H 2.547 2.212 -1.147
H 1.284 3.407 -1.555
H 2.425 2.844 -2.802
H 5.577 -0.750 1.230
H 5.148 -0.780 2.954
H 6.316 0.411 2.352
H 2.915 0.692 4.006
H 2.385 2.254 3.359
H 4.009 2.094 4.054
H 5.597 2.933 1.471
H 3.982 3.458 0.952
H 4.965 2.412 -0.103
F -1.860 5.898 2.319
C -1.494 4.634 2.717
C -0.765 3.842 1.822
C -0.444 2.567 2.238
C -0.830 2.013 3.462
C -1.489 2.916 4.333
F -1.688 2.593 5.661
C -1.858 4.203 3.984
C -0.500 0.606 3.796
C -0.848 -0.016 4.999
C -0.435 -1.317 5.276
C 0.320 -2.001 4.323
C 0.614 -1.347 3.122
N 0.186 -0.101 2.861
H -0.471 4.228 0.846
H -2.388 4.847 4.680
H -1.433 0.551 5.704
H -0.698 -1.781 6.225
H 0.686 -3.014 4.478
H 1.213 -1.841 2.348
*
```